No. 1
Molecular formula: C21H26GaN10O6S2
Method: DFT, wB97M-V/def2-TZVPD

Properties
Net charge: +1
HOMO, eV: -11.04
Max |F|, Eh/bohr: 0.08878
Energy, eV: -123426.6182
Multiplicity: 1
Relative energy (zero: lowest compared OMol25 entry of this formula, charge and spin), kcal per mole: 10.2
Gap between HOMO and LUMO, eV: 8.308

CARTESIAN COORDINATES (ANGSTROEM)
1 Ga -0.670 -0.785 0.928
2 C -0.870 1.274 5.816
3 N -1.263 1.548 4.459
4 C -1.220 2.957 4.013
5 C -1.367 0.568 3.547
6 N -1.161 0.723 2.295
7 N -1.791 -0.687 4.034
8 C -1.694 -1.911 3.457
9 N -1.671 -2.936 4.255
10 N -1.377 -2.065 2.166
11 H -0.802 2.249 6.312
12 H 0.118 0.748 5.710
13 H -1.689 0.717 6.281
14 H -1.886 3.611 4.666
15 H -1.587 3.109 3.003
16 H -0.184 3.351 4.163
17 H -0.926 1.634 1.964
18 H -1.887 -0.715 5.005
19 H -2.020 -2.878 5.201
20 H -1.604 -3.899 3.892
21 H -1.504 -3.047 1.931
22 O 1.612 -1.421 -1.466
23 S 1.004 -2.563 -0.898
24 O 0.946 -3.733 -1.757
25 O -0.423 -2.332 -0.284
26 C 1.990 -3.142 0.668
27 C 2.563 -4.368 0.452
28 C 3.091 -5.129 1.528
29 C 3.050 -4.638 2.834
30 C 2.534 -3.335 3.040
31 C 2.163 -2.569 1.931
32 S 2.045 -0.760 2.402
33 O 3.337 -0.179 2.258
34 O 1.392 -0.510 3.692
35 O 1.189 -0.329 1.159
36 H 2.505 -4.855 -0.526
37 H 3.600 -6.059 1.297
38 H 3.399 -5.248 3.700
39 H 2.475 -2.850 4.009
40 C 0.917 1.876 -0.801
41 C -0.434 1.606 -1.138
42 N -1.110 0.511 -0.626
43 C -2.276 0.345 -1.329
44 C -2.344 1.338 -2.296
45 N -1.193 2.117 -2.186
46 C -0.868 3.283 -3.074
47 N -1.091 2.991 -4.473
48 N -1.784 3.969 -5.151
49 N -1.778 3.647 -6.406
50 C -0.855 2.664 -6.698
51 C -0.411 2.059 -7.835
52 C 0.674 1.209 -7.722
53 C 1.236 0.826 -6.497
54 C 0.664 1.302 -5.315
55 C -0.362 2.240 -5.447
56 H 1.361 2.600 -1.418
57 H 1.480 0.960 -0.750
58 H 0.964 2.320 0.215
59 H -2.782 -0.636 -1.142
60 H -3.150 1.551 -2.952
61 H 0.156 3.651 -2.894
62 H -1.545 4.165 -2.850
63 H -0.872 2.104 -8.803
64 H 1.123 0.860 -8.665
65 H 2.012 0.094 -6.501
66 H 0.849 0.801 -4.382

Atomic forces in eV per Å
1.2 1.0 -0.9
0.5 -0.2 -0.3
-1.0 0.9 -1.4
0.3 0.8 1.5
-0.1 0.1 0.2
-0.7 -1.4 -1.4
0.3 0.8 -0.9
2.2 1.5 -2.9
-0.9 -2.7 1.5
-1.6 -0.3 1.7
0.2 -0.5 0.1
-0.9 0.3 1.0
0.5 -0.1 0.5
0.7 -1.1 -0.6
0.2 -0.2 0.0
-0.7 -0.2 -0.5
0.4 0.5 0.2
-0.1 0.0 1.5
0.1 0.0 -0.1
0.0 1.0 0.2
0.5 0.3 -0.6
0.1 1.6 -0.2
-0.3 -2.8 1.1
-0.2 1.0 1.1
1.3 0.8 -0.2
-0.4 0.9 -1.6
0.1 -1.8 0.7
0.3 0.9 -0.1
-0.4 0.1 0.4
0.7 -0.6 -1.0
-0.6 1.0 2.0
-0.9 -0.6 -1.8
0.2 -0.1 0.1
-0.1 -0.8 -1.3
-0.3 -0.1 1.5
0.0 0.4 0.3
-0.3 0.0 0.1
-0.3 0.6 -0.9
0.3 -0.2 0.0
1.1 0.9 2.2
-3.6 -2.4 -1.4
1.0 1.4 -0.3
0.4 -0.1 -0.7
0.2 -1.0 1.4
0.5 -0.5 1.0
-0.3 0.6 0.2
1.3 0.1 -1.0
-0.7 -2.4 -1.9
-0.2 2.2 0.3
-0.7 0.1 3.4
0.7 -0.9 -1.1
0.5 0.0 -0.8
-1.2 0.7 0.3
-0.4 -0.6 -0.5
0.1 0.3 1.2
0.7 0.7 -1.0
0.3 -0.3 -0.2
0.1 -0.3 -0.3
-0.2 1.5 -0.5
-0.2 0.2 -0.6
-0.3 -0.6 0.2
0.6 -1.2 -0.2
-0.2 0.7 -0.2
-0.3 -0.1 0.6
0.5 -0.3 0.2
0.5 0.2 0.4

No. 2
Molecular formula: C21H26IIrN3
Method: DFT, wB97M-V/def2-TZVPD

Properties
Net charge: +2
HOMO (spin up / spin down), eV: -13.24 / -14.23
Max |F|, Eh/bohr: 0.08773
Energy, eV: -37587.9014
Multiplicity: 6
Expectation value of S²: 8.78
Relative energy (zero: lowest compared OMol25 entry of this formula, charge and spin), kcal per mole: 0.0
Gap between HOMO and LUMO (spin up / spin down), eV: 6.604 / 5.139

CARTESIAN COORDINATES (ANGSTROEM)
1 C 2.909 0.534 2.879
2 C 3.047 -0.952 2.918
3 H 3.790 1.110 3.128
4 H 1.955 0.824 3.388
5 H 2.637 0.777 1.843
6 H 2.618 -1.356 2.022
7 H 4.138 -1.184 2.963
8 H 2.471 -1.334 3.804
9 C 0.618 2.306 -2.081
10 C 1.110 3.227 -2.993
11 C 1.406 2.799 -4.292
12 C 1.255 1.454 -4.608
13 H 0.450 2.547 -1.034
14 H 1.227 4.252 -2.680
15 H 1.766 3.535 -5.011
16 H 1.548 1.074 -5.571
17 N 0.421 1.018 -2.452
18 C 0.721 0.527 -3.693
19 C 0.573 -0.906 -3.737
20 N 0.205 -1.393 -2.517
21 C 0.242 -2.708 -2.175
22 C 0.738 -3.229 -4.449
23 C 0.438 -3.667 -3.155
24 H 0.171 -2.920 -1.118
25 H 0.347 -4.719 -2.880
26 C 0.902 -1.869 -4.715
27 H 1.283 -1.509 -5.659
28 H 0.865 -3.985 -5.212
29 Ir 0.000 -0.226 -0.981
30 I 2.839 -0.480 -1.238
31 C -0.168 -0.456 4.752
32 N -0.681 0.074 3.509
33 C -1.405 1.303 3.712
34 C -1.201 -0.861 2.523
35 C -2.032 -0.251 1.413
36 C -3.314 0.279 1.706
37 C -4.079 0.985 0.762
38 C -3.660 1.097 -0.571
39 C -2.429 0.499 -0.914
40 C -1.614 -0.073 0.074
41 H -0.978 -0.834 5.396
42 H 0.351 0.325 5.327
43 H 0.540 -1.276 4.593
44 H -1.634 1.805 2.761
45 H -2.364 1.129 4.248
46 H -0.798 1.981 4.338
47 H -0.342 -1.431 2.145
48 H -1.802 -1.615 3.072
49 H -3.736 0.186 2.706
50 H -5.027 1.439 1.035
51 H -4.232 1.633 -1.323
52 H -2.083 0.513 -1.958

Atomic forces in eV per Å
-1.9 0.9 -1.2
0.7 -0.5 1.4
-0.2 0.1 0.5
1.0 0.3 0.3
0.5 0.4 0.0
-0.1 -0.6 -0.4
-1.0 -0.5 0.1
1.1 -0.2 -0.7
0.4 -0.3 -1.2
-0.3 -0.3 -0.1
-0.1 0.1 0.7
-0.4 -1.2 -0.2
-0.2 0.0 -0.3
0.1 0.1 -0.1
0.0 -0.4 0.1
0.0 0.1 -0.3
0.3 2.8 -1.8
0.4 3.0 0.7
0.0 -3.0 0.2
0.3 -3.1 -2.0
0.1 0.3 -1.7
-0.1 0.0 0.5
-0.2 0.2 0.3
-0.3 -0.2 -0.1
0.2 0.3 -0.3
-0.3 1.2 0.3
-0.1 -0.2 -0.2
0.2 0.2 -0.2
2.2 -0.3 3.9
-0.1 0.0 1.1
1.3 -0.3 0.5
-1.9 0.0 1.3
0.5 1.6 -0.1
0.2 -0.5 -1.0
-1.3 1.0 -0.3
0.3 -0.2 -0.2
0.2 -0.1 -0.6
0.9 -0.5 0.4
-1.5 0.6 0.3
-0.4 -0.2 1.0
-0.1 0.1 -0.4
-0.2 -0.1 -0.4
-0.3 0.1 -0.2
0.1 -0.3 0.4
0.5 -0.2 -0.2
-0.2 -0.4 -0.2
0.0 0.1 -0.1
0.2 0.3 0.1
0.1 -0.1 -0.2
0.1 -0.2 0.2
0.0 -0.2 0.2
-0.4 0.2 0.4

No. 3
Molecular formula: C21H26N2O5S
Method: DFT, wB97M-V/def2-TZVPD

Properties
HOMO, eV: -8.16
Max |F|, Eh/bohr: 0.02115
Energy, eV: -46251.5791
Multiplicity: 1
Relative energy (zero: lowest compared OMol25 entry of this formula, charge and spin), kcal per mole: 68.6
Gap between HOMO and LUMO, eV: 8.716
SMILES: COc1ccc(OC)c(S(=O)(=O)N2CCC(C(=O)NCc3ccccc3)CC2)c1

CARTESIAN COORDINATES (ANGSTROEM)
1 C 3.043 0.182 -3.412
2 O 3.375 0.169 -2.042
3 C 2.512 0.765 -1.171
4 C 2.904 0.816 0.167
5 C 2.106 1.409 1.124
6 C 0.874 1.970 0.777
7 O 0.030 2.586 1.632
8 C 0.401 2.675 2.991
9 C 0.484 1.892 -0.555
10 S -1.111 2.514 -1.108
11 O -1.388 3.817 -0.583
12 O -1.119 2.354 -2.537
13 N -2.254 1.466 -0.523
14 C -3.027 1.782 0.651
15 C -2.695 0.897 1.851
16 C -2.659 -0.601 1.501
17 C -1.295 -1.190 1.888
18 O -0.346 -0.521 2.244
19 N -1.252 -2.537 1.839
20 C -0.023 -3.282 2.051
21 C 0.649 -3.604 0.741
22 C 0.484 -4.845 0.141
23 C 1.084 -5.119 -1.076
24 C 1.852 -4.153 -1.703
25 C 2.016 -2.910 -1.112
26 C 1.412 -2.635 0.102
27 C -2.914 -0.822 0.002
28 C -1.998 0.075 -0.818
29 C 1.281 1.304 -1.518
30 H 2.129 -0.388 -3.610
31 H 3.882 -0.289 -3.921
32 H 2.917 1.203 -3.783
33 H 3.852 0.381 0.442
34 H 2.445 1.423 2.146
35 H 0.504 1.679 3.432
36 H -0.410 3.213 3.479
37 H 1.332 3.236 3.115
38 H -4.092 1.699 0.399
39 H -2.811 2.827 0.878
40 H -3.421 1.091 2.641
41 H -1.708 1.173 2.220
42 H -3.419 -1.148 2.070
43 H -2.037 -3.047 1.465
44 H -0.259 -4.195 2.604
45 H 0.623 -2.642 2.658
46 H -0.107 -5.605 0.633
47 H 0.954 -6.089 -1.534
48 H 2.326 -4.369 -2.649
49 H 2.625 -2.159 -1.588
50 H 1.534 -1.665 0.561
51 H -2.732 -1.862 -0.277
52 H -3.954 -0.589 -0.229
53 H -2.154 -0.077 -1.892
54 H -0.951 -0.179 -0.591
55 H 0.895 1.299 -2.524

Atomic forces in eV per Å
0.0 0.0 -0.2
0.1 0.0 0.3
-0.2 0.1 0.2
0.0 0.0 -0.3
-0.2 0.1 0.1
0.1 0.0 -0.1
0.0 0.0 -0.1
0.0 -0.1 0.2
-0.7 0.4 0.1
-0.5 0.1 -0.3
0.1 -0.1 0.3
0.2 -0.3 0.1
0.9 0.6 -0.2
-0.3 0.3 0.6
0.0 0.1 -0.1
0.0 0.1 0.0
-0.7 -0.1 0.1
0.4 0.2 0.0
0.0 -0.4 0.1
0.1 0.1 0.0
0.0 -0.1 0.1
0.0 0.1 0.1
0.0 -0.1 -0.1
0.0 -0.1 -0.1
0.0 0.0 0.0
0.0 0.0 0.0
0.1 0.2 0.0
0.1 -0.7 -0.5
0.4 -0.2 -0.3
0.0 0.0 0.0
-0.1 0.0 0.0
0.0 0.0 0.0
0.1 0.0 0.0
0.0 0.0 0.1
0.0 0.0 0.0
0.1 0.0 0.0
0.0 0.0 0.0
0.1 0.1 0.0
-0.2 -0.1 0.1
0.0 0.0 0.0
-0.1 0.0 0.0
0.1 0.0 0.0
0.0 0.2 0.0
0.1 0.1 0.0
-0.1 -0.2 0.0
-0.1 -0.1 0.1
0.0 -0.1 0.0
0.0 0.0 -0.1
0.1 0.1 -0.1
0.0 0.1 0.1
-0.1 0.1 -0.1
0.0 -0.1 0.0
0.1 -0.2 0.1
-0.1 -0.1 0.0
0.1 -0.1 -0.2